The following is a quantum chemistry calculation of a gas-phase ion, C3H5N2 (charge +1), from the OMol25 dataset.

Properties
Highest occupied orbital energy   -15.9 eV
Net charge   +1
Relative energy (zero: lowest compared OMol25 entry of this formula, charge and spin)   6.088 eV
HOMO-LUMO gap   7.10 eV
E_tot   -6159.8043 eV
LUMO energy   -8.80 eV

Geometry (Å):
C  -0.425  -0.864  0.612
C  0.477  0.524  -0.958
N  0.381  1.771  -1.104
C  0.697  0.035  0.408
N  -0.911  -0.926  1.797
H  -0.597  -1.690  -0.086
H  0.689  -0.248  -1.710
H  0.480  2.179  -2.036
H  1.083  0.508  1.314
H  -1.873  -1.290  1.761

Results of the Mulliken charge analysis, in e, for atoms 1 through 6: -0.108 -0.147 -0.401 0.204 -0.336 0.377